i.
ORCA calculation (ωB97M-V/def2-TZVPD) on C12H15Cl2N3PPdS5 as an isolated structure.

Structure (XYZ):
```
39
Properties=species:S:1:pos:R:3
Pd 0.852 2.229 0.242
S 3.115 2.316 0.270
S 3.414 4.158 0.939
S 2.138 5.328 -0.366
S 1.253 3.915 -1.491
Cl -1.633 2.527 0.187
C -2.164 1.960 1.774
C -3.490 1.585 1.860
C -4.001 1.171 3.081
C -3.158 1.156 4.184
C -1.838 1.543 4.057
Cl -0.859 1.498 5.497
C -1.249 1.966 2.844
S 0.400 2.455 2.739
H -4.109 1.624 0.974
H -5.035 0.868 3.171
H -3.516 0.841 5.154
C 1.855 -3.009 -1.265
N 2.301 -1.900 -2.102
C 1.350 -1.739 -3.196
N -0.035 -1.553 -2.766
C -0.401 -2.672 -1.903
N 0.490 -2.873 -0.763
C 0.386 -1.761 0.189
P 0.838 -0.113 -0.537
C 2.425 -0.664 -1.322
C -0.195 -0.274 -2.068
H 2.536 -3.112 -0.417
H 1.903 -3.923 -1.864
H 1.391 -2.642 -3.813
H 1.649 -0.885 -3.807
H -0.382 -3.584 -2.508
H -1.418 -2.519 -1.535
H 1.032 -1.960 1.048
H -0.638 -1.713 0.572
H 3.183 -0.802 -0.546
H 2.781 0.145 -1.967
H 0.077 0.545 -2.741
H -1.247 -0.131 -1.804
```

* net charge: -1
* 2S+1: 1
* HOMO-LUMO gap (spin up / spin down): 6.128 / 6.125 eV

Let us look at the natural (NBO) charges, expressed in e, one per atom: 0.3583, -0.1652, -0.0511, -0.0905, -0.4260, 0.0466, -0.0701, -0.2271, -0.2586, -0.2251, -0.0611, -0.0104, -0.2055, -0.3032, 0.2169, 0.2075, 0.2178, -0.0687, -0.4678, -0.0692, -0.4697, -0.0688, -0.4683, -0.5317, 0.7577, -0.5374, -0.5367, 0.1945, 0.1873, 0.1867, 0.1981, 0.1877, 0.1934, 0.2234, 0.2216, 0.2260, 0.2374, 0.2296, 0.2217

***

ii.
ORCA calculation (ωB97M-V/def2-TZVPD) on C12H15Cl2N3PPdS5 as an isolated structure.

Structure (XYZ):
```
39
Properties=species:S:1:pos:R:3
Pd -2.648 -0.570 -0.743
S -4.521 -1.872 -1.129
S -6.124 -0.571 -1.306
S -5.841 0.731 0.247
S -3.830 1.270 0.013
Cl -1.727 -2.845 1.119
C -0.223 -2.992 0.270
C 0.883 -3.385 1.005
C 2.106 -3.566 0.377
C 2.198 -3.372 -0.992
C 1.081 -2.977 -1.705
Cl 1.286 -2.735 -3.416
C -0.172 -2.733 -1.115
S -1.515 -2.153 -2.063
H 0.770 -3.554 2.066
H 2.975 -3.865 0.946
H 3.134 -3.505 -1.515
C 1.780 1.364 1.398
N 0.495 1.875 1.865
C 0.247 3.163 1.219
N 0.327 3.129 -0.240
C 1.613 2.562 -0.632
N 1.890 1.251 -0.054
C 1.003 0.209 -0.588
P -0.773 0.590 -0.232
C -0.576 0.915 1.576
C -0.772 2.345 -0.808
H 1.960 0.384 1.846
H 2.559 2.054 1.735
H 0.997 3.871 1.583
H -0.744 3.518 1.509
H 2.403 3.245 -0.307
H 1.645 2.483 -1.721
H 1.271 -0.744 -0.129
H 1.152 0.104 -1.665
H -0.343 -0.033 2.071
H -1.534 1.265 1.966
H -1.734 2.791 -0.550
H -0.696 2.355 -1.899
```

* net charge: -1
* 2S+1: 1
* HOMO-LUMO gap: 6.330 eV

Let us look at the natural (NBO) charges, expressed in e, one per atom: 0.2980, -0.3891, -0.0751, -0.0781, -0.4988, 0.0284, -0.0766, -0.2333, -0.2410, -0.2375, -0.0584, -0.0047, -0.2251, -0.1573, 0.2222, 0.2113, 0.2220, -0.0699, -0.4668, -0.0715, -0.4656, -0.0688, -0.4656, -0.5413, 0.9597, -0.5564, -0.5513, 0.1973, 0.1887, 0.1877, 0.2043, 0.1889, 0.1954, 0.2370, 0.2348, 0.2257, 0.2512, 0.2542, 0.2253

***

So which one is most stable? That would be ii, about 0.0626 hartree below the next structure.

***

i.
ORCA calculation (ωB97M-V/def2-TZVPD) on C9H12N3O as an isolated structure.

Structure (XYZ):
```
25
Properties=species:S:1:pos:R:3
C -3.309 -0.905 0.376
C -3.419 0.472 0.581
C -2.070 -1.511 0.205
C -2.332 1.262 0.665
C -0.912 -0.737 0.296
C -1.043 0.707 0.436
C 0.398 -1.168 0.263
C 1.482 1.159 0.286
C 2.029 0.956 -1.161
N 0.027 1.474 0.328
N 1.631 0.026 1.134
N 1.186 -2.174 -0.111
O 2.826 -0.730 1.016
H -4.123 -1.665 0.339
H -4.304 1.057 0.731
H -2.066 -2.552 -0.021
H -2.436 2.343 0.550
H 1.958 2.131 0.624
H 1.839 1.808 -1.752
H 1.577 -0.081 -1.604
H 3.084 0.774 -1.209
H -0.340 2.482 0.275
H 0.742 -2.965 -0.553
H 2.203 -1.777 -0.206
H 2.834 -1.300 1.857
```

* net charge: +1
* 2S+1: 1
* HOMO-LUMO gap: 7.508 eV

Let us look at the natural (NBO) charges, expressed in e, one per atom: -0.2561, -0.0928, -0.0913, -0.2832, -0.3423, 0.3439, 0.5606, 0.0757, -0.6338, -0.5460, -0.1074, -0.7762, -0.5563, 0.2481, 0.2443, 0.2274, 0.2261, 0.2359, 0.2391, 0.1952, 0.2424, 0.4262, 0.4361, 0.4666, 0.5180

***

ii.
ORCA calculation (ωB97M-V/def2-TZVPD) on an isolated ion of composition C9H12N3O and charge +1.

Structure (XYZ):
```
25
Properties=species:S:1:pos:R:3
N 1.691 -1.727 -0.014
C 0.705 -0.985 0.698
C 1.464 0.037 1.634
C 1.775 1.214 1.110
C 1.548 1.532 -0.295
C 0.807 0.774 -1.068
C -0.092 -0.233 -0.408
N -0.352 -1.456 -1.408
C -1.471 0.208 -0.070
C -1.909 1.543 0.096
C -3.240 1.349 0.394
O -3.478 0.012 0.393
N -2.373 -0.651 0.189
H 1.886 -2.595 0.470
H 2.513 -1.111 -0.133
H -0.038 -1.672 1.174
H 1.777 -0.510 2.487
H 2.208 2.010 1.655
H 2.146 2.368 -0.745
H 0.862 0.779 -2.134
H -1.041 -2.126 -1.078
H 0.725 -1.989 -1.247
H -0.703 -1.080 -2.265
H -1.292 2.411 0.152
H -4.117 1.899 0.413
```

* net charge: +1
* SMILES: N[C@H]1C=CC=C[C@]1([NH3+])c1ccon1
* 2S+1: 1
* HOMO-LUMO gap: 9.564 eV

Let us look at the natural (NBO) charges, expressed in e, one per atom: -0.8331, -0.1060, -0.1526, -0.2319, -0.1841, -0.2291, 0.1071, -0.7663, 0.0911, -0.3386, 0.1562, -0.2229, -0.1391, 0.4126, 0.4159, 0.2398, 0.2362, 0.2398, 0.2516, 0.2309, 0.4371, 0.4706, 0.4257, 0.2591, 0.2299

***

So which one is most stable? That would be ii, about 0.0379 hartree below the next structure.

***

i.
ORCA calculation (ωB97M-V/def2-TZVPD) on a single C25H24BrN3O4S molecule.

Structure (XYZ):
```
58
Properties=species:S:1:pos:R:3
O -2.626 -2.734 1.462
C -2.191 -2.307 0.414
C -3.040 -2.311 -0.861
N -3.879 -1.144 -1.078
C -4.441 -0.530 0.105
C -3.509 0.523 0.725
N -3.177 1.496 -0.289
S -2.573 2.958 0.199
O -2.703 3.866 -0.900
O -3.182 3.286 1.453
C -0.811 2.695 0.464
C -0.368 2.080 1.620
C 0.991 1.905 1.823
C 1.875 2.360 0.858
Br 3.741 2.172 1.142
C 1.437 2.973 -0.305
C 0.077 3.133 -0.500
C -2.548 0.940 -1.465
C -3.460 -0.153 -2.041
N -0.938 -1.793 0.245
C 0.094 -1.690 1.166
C -0.062 -2.089 2.494
C 0.986 -1.993 3.387
C 2.217 -1.503 2.976
C 2.393 -1.118 1.664
C 1.351 -1.202 0.735
C 1.559 -0.726 -0.642
O 0.626 -0.355 -1.354
C 2.941 -0.681 -1.166
C 3.288 0.362 -2.024
C 4.564 0.442 -2.544
C 5.497 -0.535 -2.239
C 5.146 -1.600 -1.424
C 3.876 -1.676 -0.884
H -3.711 -3.175 -0.763
H -2.408 -2.460 -1.739
H -4.666 -1.305 0.838
H -5.371 -0.035 -0.191
H -4.009 1.059 1.531
H -2.604 0.044 1.125
H -1.084 1.768 2.363
H 1.358 1.432 2.721
H 2.148 3.330 -1.034
H -0.313 3.619 -1.381
H -2.436 1.755 -2.181
H -1.552 0.538 -1.231
H -2.966 -0.644 -2.880
H -4.372 0.330 -2.409
H -0.703 -1.406 -0.669
H -1.016 -2.471 2.814
H 0.838 -2.297 4.412
H 3.034 -1.417 3.676
H 3.345 -0.716 1.355
H 2.541 1.105 -2.261
H 4.832 1.264 -3.191
H 6.496 -0.474 -2.646
H 5.867 -2.374 -1.207
H 3.599 -2.518 -0.267
```

* net charge: 0
* SMILES: O=C(CN1CCN(S(=O)(=O)c2ccc(Br)cc2)CC1)Nc1ccccc1C(=O)c1ccccc1
* 2S+1: 1
* HOMO-LUMO gap: 7.847 eV

Let us look at the natural (NBO) charges, expressed in e, one per atom: -0.6073, 0.6743, -0.3018, -0.4356, -0.2338, -0.2522, -0.6796, 2.3396, -0.9392, -0.9365, -0.3527, -0.1297, -0.2624, -0.0590, 0.0682, -0.2500, -0.1663, -0.2714, -0.2151, -0.6334, 0.1981, -0.2575, -0.1546, -0.2592, -0.1649, -0.1566, 0.5424, -0.5996, -0.0863, -0.1852, -0.2021, -0.1866, -0.2200, -0.1912, 0.2188, 0.2071, 0.2292, 0.2039, 0.2440, 0.1788, 0.2353, 0.2403, 0.2335, 0.2498, 0.2339, 0.2011, 0.2065, 0.2018, 0.4401, 0.2641, 0.2199, 0.2203, 0.2339, 0.2284, 0.2173, 0.2176, 0.2187, 0.2232

***

ii.
ORCA calculation (ωB97M-V/def2-TZVPD) on a single C25H24BrN3O4S molecule.

Structure (XYZ):
```
58
Properties=species:S:1:pos:R:3
C -3.964 -3.429 0.328
C -3.382 -2.439 0.957
C -4.227 -1.421 1.757
C -4.183 -0.075 1.350
C -2.849 0.382 1.387
C -1.866 0.023 2.405
C -0.754 0.758 2.434
C -0.513 1.915 1.661
C 0.736 2.437 1.759
N 1.720 3.290 1.969
C -1.616 2.175 1.099
S -1.344 3.766 -0.182
C -0.776 2.947 -1.480
C 0.532 2.025 -1.237
C 0.516 0.791 -0.867
C -0.642 -0.013 -0.868
O -0.526 -1.150 -0.035
O -1.565 0.186 -1.688
C -2.600 -0.855 -2.054
C -2.121 -2.182 -2.844
C 2.000 0.691 -0.605
C 2.512 -0.522 0.018
C 3.834 -0.483 0.119
O 4.588 -1.568 0.568
C 4.582 -2.716 0.129
C 5.431 -3.778 0.828
O 3.849 -3.136 -0.867
C 4.445 0.839 0.237
Br 6.414 0.883 0.476
C 3.941 2.010 -0.295
C 2.533 1.858 -0.492
N 1.719 2.931 -1.351
C 2.085 4.186 -1.264
N -2.712 1.566 0.866
H -5.093 -3.714 0.142
H -3.453 -4.066 -0.280
H -2.429 -2.134 1.182
H -4.062 -1.709 2.939
H -5.319 -1.862 1.788
H -4.517 0.135 0.284
H -4.737 0.623 1.881
H -2.140 -0.621 3.014
H -0.027 0.468 3.083
H -0.638 3.875 -2.231
H -1.478 2.400 -2.040
H -3.142 -0.399 -2.578
H -2.841 -1.017 -1.202
H -1.779 -1.690 -3.913
H -1.148 -2.645 -2.334
H -2.845 -2.803 -2.973
H 1.985 -1.453 0.014
H 5.518 -4.461 0.341
H 5.139 -3.844 1.671
H 6.465 -3.272 1.134
H 4.541 2.774 -0.362
H 1.260 4.565 -0.727
H 3.010 4.540 -0.849
H 1.931 4.415 -2.197
```

* net charge: 0
* SMILES: C=CCCc1ccc(C#N)c(SCc2c(C(=O)OCC)c3cc(OC(C)=O)c(Br)cc3n2C)n1
* 2S+1: 1
* HOMO-LUMO gap: 7.763 eV

Let us look at the natural (NBO) charges, expressed in e, one per atom: -0.3818, -0.1953, -0.4387, -0.4929, 0.3206, -0.2449, -0.0134, -0.3690, 0.3165, -0.2706, 0.3034, 0.1872, -0.6816, 0.3337, -0.2493, 0.7784, -0.7227, -0.4850, 0.0500, -0.6117, -0.0708, -0.1773, 0.2203, -0.4603, 0.8010, -0.5712, -0.6621, -0.0197, 0.0040, -0.2314, 0.1628, -0.3656, -0.4280, -0.4725, 0.1996, 0.1881, 0.2313, 0.2127, 0.2172, 0.2338, 0.2556, 0.1993, 0.2087, 0.2487, 0.2336, 0.1501, 0.1694, 0.2034, 0.2513, 0.1974, 0.2755, 0.1802, 0.2052, 0.1987, 0.2286, 0.2131, 0.2295, 0.2073

***

So which one is most stable? That would be i, about 0.7774 hartree below the next structure.

***

i.
ORCA calculation (ωB97M-V/def2-TZVPD) on a single C4H10S2 molecule.

Structure (XYZ):
```
16
Properties=species:S:1:pos:R:3
C -1.965 1.457 0.333
C -1.247 0.718 -0.817
C 0.269 0.876 -0.755
S 1.123 0.456 0.833
S 0.505 -1.460 1.026
C 2.108 -2.381 0.706
H -1.796 0.885 1.249
H -1.531 2.437 0.502
H -3.023 1.546 0.099
H -1.378 -0.357 -0.912
H -1.584 1.227 -1.718
H 0.734 0.194 -1.472
H 0.627 1.878 -1.012
H 1.977 -3.357 1.154
H 2.263 -2.315 -0.363
H 2.919 -1.804 1.145
```

* net charge: 0
* SMILES: CCCSSC
* 2S+1: 1
* HOMO-LUMO gap: 9.214 eV

Let us look at the natural (NBO) charges, expressed in e, one per atom: -0.6122, -0.4214, -0.5067, 0.0702, 0.0338, -0.7079, 0.2127, 0.2059, 0.2103, 0.2168, 0.2066, 0.2116, 0.2159, 0.2254, 0.2150, 0.2239

***

ii.
ORCA calculation (ωB97M-V/def2-TZVPD) on a single C4H10S2 molecule.

Structure (XYZ):
```
16
Properties=species:S:1:pos:R:3
C 2.577 -1.086 -0.455
S 1.679 0.334 -1.122
C 0.214 0.376 -0.109
C -0.681 -0.929 -0.134
S -0.767 1.811 -0.592
C -2.101 1.675 0.604
H 3.470 -1.049 -1.000
H 2.080 -1.995 -0.717
H 2.707 -1.181 0.631
H 0.618 0.446 0.941
H -0.961 -0.969 -1.123
H -1.541 -0.766 0.495
H -0.060 -1.773 0.180
H -1.737 1.792 1.620
H -2.687 0.775 0.386
H -2.809 2.538 0.397
```

* net charge: 0
* SMILES: CSC(C)SC
* 2S+1: 1
* HOMO-LUMO gap: 9.461 eV

Let us look at the natural (NBO) charges, expressed in e, one per atom: -0.7430, 0.2344, -0.5062, -0.6192, 0.2303, -0.7605, 0.2314, 0.2084, 0.2157, 0.2046, 0.2124, 0.2076, 0.2075, 0.2207, 0.2157, 0.2400

***

So which one is most stable? That would be i, about 0.0206 hartree below the next structure.